--- w ---
13
Properties=species:S:1:pos:R:3:mulliken_charge:R:1 method="wB97M-V/def2-TZVPD" charge=+1 homo_energy_ev="-13.5 / -13.5" gap_ha="0.2510 / 0.2517"
H -3.0101 0.5574 -0.5315 0.185
H -0.0135 -1.4348 -1.0537 0.279
S 0.8435 1.1930 2.9888 0.177
H 3.2076 -0.5774 1.2657 0.336
N 0.7763 -0.7438 -0.9511 -0.450
N -0.2105 0.9154 1.9205 -0.400
N -0.0571 0.4830 0.7394 0.327
H -0.7595 0.5851 -0.1059 0.346
S -2.8836 -0.2376 -1.6122 -0.366
H 1.5537 -1.1991 -1.4030 0.258
C 1.1156 -0.1872 0.2858 0.803
C 2.2162 -0.1008 0.9437 -0.717
H -2.7786 0.7468 -2.4864 0.223



--- x ---
13
Properties=species:S:1:pos:R:3:mulliken_charge:R:1 method="wB97M-V/def2-TZVPD" charge=+1 homo_energy_ev="-13.0 / -13.0" gap_ha="0.2504 / 0.2500"
N 0.1569 0.1206 -1.6073 -0.825
H -0.6141 -0.1080 -2.1954 0.279
S 0.3134 -0.2389 3.4160 0.001
H 0.8573 -0.5621 -1.9077 0.283
H -2.0351 -0.2802 4.0479 0.454
C -1.4291 -0.0074 3.2545 0.018
H 0.2888 1.1254 -1.7413 0.323
N -2.0342 0.1592 2.1555 -0.052
H 1.5925 -0.5631 1.4699 0.431
H -0.0336 0.1809 -0.1942 0.466
C 0.6405 -0.2636 1.6770 -0.059
S -3.3265 0.2619 1.2947 0.129
N -0.2781 -0.0120 0.8750 -0.450



Q: Which of them is the most stable? A: x.



--- w ---
12
Properties=species:S:1:pos:R:3:mulliken_charge:R:1 method="wB97M-V/def2-TZVPD" charge=0 homo_energy_ev=-9.1 gap_ha=0.3528
C 1.1523 1.4218 0.0055 -0.387
H 3.4609 0.0375 -0.0132 0.127
C -0.0887 2.0417 -0.0052 -0.222
H 2.0682 1.9769 0.0230 0.298
C -1.1312 0.0425 -0.0055 0.422
H -0.1502 3.1377 0.0254 0.368
S -2.6583 -0.8419 0.0037 -0.233
C 1.1329 0.0178 -0.0048 0.664
N 0.0051 -0.6738 -0.0022 -0.513
N -1.2415 1.3624 -0.0054 -0.503
S 2.5924 -0.9755 0.0014 -0.184
H -2.0615 -2.0353 -0.0036 0.163



--- x ---
12
Properties=species:S:1:pos:R:3:mulliken_charge:R:1 method="wB97M-V/def2-TZVPD" charge=0 homo_energy_ev=-8.4 gap_ha=0.2981
N 1.6440 0.7796 -0.1457 -0.561
C 0.4254 1.2089 -0.0494 -0.407
C -1.9343 0.4243 0.0507 -0.151
S 0.1190 -1.4028 -0.0471 -0.210
N 2.8337 -1.2332 -0.0269 -0.634
C -0.5989 0.1451 0.1244 0.540
H 0.1312 2.2359 -0.1414 0.365
C 1.7249 -0.6810 0.0120 0.558
S -3.2132 -0.7040 -0.0941 -0.149
H 3.5820 -0.4930 -0.0021 0.317
H -2.5238 -1.7888 0.1792 0.091
H -2.1900 1.5090 0.1403 0.241



Q: Which of them is the most stable? A: w.



--- w ---
26
Properties=species:S:1:pos:R:3:mulliken_charge:R:1 method="wB97M-V/def2-TZVPD" charge=+1 homo_energy_ev=-13.9 gap_ha=0.3213
H 1.7991 -1.7280 0.9233 0.331
H -2.2640 0.8889 -1.8675 0.323
N 0.3858 1.5107 -0.6409 -0.504
N 1.6706 1.3794 -0.5492 -0.403
H -0.9012 -1.0247 1.6815 0.319
H -2.8178 1.9655 0.5390 0.486
H 3.3545 1.3058 1.6152 0.292
H -3.6499 0.2329 -0.8208 0.396
H -1.7922 -1.9739 0.4629 0.317
C -2.6272 0.0140 -1.1840 -1.324
H 1.0139 -2.5895 -1.3582 0.378
H -2.4893 -0.9958 -1.4964 0.384
H 4.2142 1.1847 0.1379 0.389
C 3.4953 0.6163 0.6890 -1.204
C -2.1996 1.2798 0.9779 -1.812
N -0.3441 0.5012 -0.5460 0.803
H 4.0657 -0.2772 1.0039 0.369
C -1.6969 0.2613 -0.0053 1.161
H -1.4043 1.6161 1.6263 0.395
C 0.9925 -1.5623 -1.1810 -0.982
C 1.6537 -1.0032 0.0729 -0.246
C 0.1299 -0.8460 -0.2231 0.287
H 1.2416 -0.8515 -1.9752 0.273
C 2.2772 0.3546 0.0029 0.717
C -1.1580 -1.0253 0.5690 -0.603
H -2.9495 0.7663 1.5459 0.459



--- x ---
26
Properties=species:S:1:pos:R:3:mulliken_charge:R:1 method="wB97M-V/def2-TZVPD" charge=+1 homo_energy_ev=-12.8 gap_ha=0.2770
H -2.3083 1.4987 -2.0335 0.395
H -1.1321 1.9208 -0.5907 0.283
H 2.9468 -1.5905 3.0964 0.354
H 1.2002 2.1305 -0.4168 0.488
H -0.3731 0.3568 0.9382 0.488
H -3.0818 -0.9985 -1.0986 0.386
H 1.8097 0.3368 -0.9374 0.381
C 0.6069 -1.4141 0.2140 -0.194
H -0.0570 -2.3015 -0.0942 0.357
C 2.8919 0.7891 3.1533 -0.475
C 2.1473 0.7778 1.1099 0.325
H 2.1957 -2.5583 0.9274 0.377
H -0.8229 -0.8374 -1.8190 0.434
N 2.3555 -0.5019 1.4722 0.150
N -0.1697 -0.1850 0.0396 -0.311
C 2.8506 -0.5562 2.7175 -0.063
H -2.1442 -1.3822 0.3977 0.422
C 1.8130 -1.5448 0.8311 -0.448
N 2.3921 1.5870 2.1970 -0.561
C 1.5189 1.0747 -0.1280 -0.576
H -0.6106 1.4298 -2.3466 0.300
C -2.4534 -0.5993 -0.2808 -1.385
C -1.1662 -0.1481 -1.0050 0.121
H -2.7626 0.1426 0.3653 0.455
H 3.2101 1.2832 3.9918 0.512
C -1.3539 1.2740 -1.5065 -1.217



Q: Which of them is the most stable? A: x.



--- w ---
22
Properties=species:S:1:pos:R:3:lowdin_spin:R:1 method="wB97M-V/def2-TZVPD" charge=-1 homo_energy_ev="1.5 / -7.1" spin_multiplicity=2 gap_ha="0.0969 / 0.4160"
H -2.2986 -0.1832 -2.1330 0.033
H -1.1511 -0.7288 0.1151 0.024
H -2.4537 0.0255 1.8531 0.020
H 2.4415 -0.2429 1.7450 0.021
C -1.9496 0.8023 1.2553 0.117
H -2.6056 1.7027 1.2090 0.015
H -0.6187 0.9499 -0.3932 0.031
H 2.6168 -2.3033 -0.5102 0.018
H -3.1482 1.0572 -1.3440 0.017
H -3.4664 -0.5156 -0.8760 0.018
H -1.1524 1.1867 1.8905 0.025
H 0.5691 -1.1174 0.2204 0.024
C -1.5081 0.2628 -0.0959 0.080
H 1.5033 1.2497 1.2638 0.029
H 2.5468 -1.2287 -1.9631 0.024
C -2.6126 0.1440 -1.1050 0.139
C 2.1151 0.4028 0.9158 0.124
H 3.3723 -0.7047 -0.6696 0.009
C 1.3549 -0.4357 -0.1045 0.080
C 2.4495 -1.2790 -0.8724 0.109
H 0.9284 0.2630 -0.8776 0.030
H 3.0673 0.6924 0.4764 0.013



--- x ---
22
Properties=species:S:1:pos:R:3:lowdin_spin:R:1 method="wB97M-V/def2-TZVPD" charge=-1 homo_energy_ev="1.5 / -7.7" spin_multiplicity=2 gap_ha="0.0937 / 0.4320"
H -3.0529 1.0024 -1.4403 0.009
C 0.7164 -1.4028 -0.9489 0.086
H 0.5279 -1.7297 -1.9778 0.016
C -1.0036 1.7930 1.1331 0.166
H -1.2024 2.3958 2.0069 0.035
H 2.6501 -2.2962 -0.9705 0.013
H 0.1928 -0.4559 -0.8631 0.006
C -2.3199 1.1892 0.6060 0.053
H 3.6030 -1.1606 1.0025 0.037
H -0.5758 2.4561 0.3745 0.034
C -2.1723 0.7076 -0.8550 0.061
C 2.5446 -1.0446 0.7551 0.208
H 0.1890 -1.9923 -0.1902 0.029
H -0.2451 1.0422 1.3422 0.028
H 2.6182 -0.6063 -1.4018 0.016
H 2.2835 -0.0339 1.0709 0.040
C 2.2140 -1.3287 -0.6940 0.061
H -1.3370 1.2368 -1.3036 0.015
H -3.0836 1.9584 0.6900 0.009
H 1.9731 -1.6689 1.4508 0.047
H -1.9946 -0.3559 -0.9847 0.010
H -2.5255 0.2942 1.1979 0.021



Q: Which of them is the most stable? A: x.



--- w ---
18
Properties=species:S:1:pos:R:3:mulliken_charge:R:1 method="wB97M-V/def2-TZVPD" charge=0 homo_energy_ev=-9.0 gap_ha=0.3689
C -2.2012 -1.5298 1.0301 -0.351
N -2.2104 -2.6502 2.0476 -0.635
H 1.2888 0.4399 -1.7793 0.229
H 3.2239 2.1237 -2.1300 0.192
H 1.9800 1.2314 0.3435 0.223
H -1.7720 -0.7545 1.5743 0.308
N 3.1870 2.1615 -1.1266 -0.540
H -3.2868 -1.3087 0.8120 0.285
N -1.5559 -1.7408 -0.2066 -0.549
H -3.1658 -2.8871 2.2373 0.261
H 1.3933 2.9500 -0.1369 0.294
H 0.6197 1.8254 -2.1992 0.231
C 1.8322 1.9827 -0.5017 -0.243
N 0.8914 1.2562 -1.3903 -0.566
H -1.8342 -2.0148 2.7616 0.248
H -1.5113 -2.7039 -0.3633 0.215
H -0.5916 -1.3200 -0.2945 0.209
H 3.7129 2.9391 -0.6778 0.188



--- x ---
18
Properties=species:S:1:pos:R:3:mulliken_charge:R:1 method="wB97M-V/def2-TZVPD" charge=0 homo_energy_ev=-9.0 gap_ha=0.3597
H -0.1536 -1.3458 0.7696 0.223
N -0.9968 -1.4357 1.3316 -0.689
C -2.2236 -0.6311 0.8111 -0.332
N 0.9931 1.3016 -0.0580 -0.571
N 3.0398 0.4691 -1.1498 -0.550
H 0.5204 0.4440 -0.3088 0.207
H -2.7854 -1.5084 -1.1245 0.189
H 1.3851 0.9776 0.8924 0.239
C 2.1684 1.6790 -0.8122 -0.316
H -2.8645 -0.5905 1.6814 0.335
H -3.4550 -2.1018 0.1617 0.255
N -3.0744 -1.2125 -0.2150 -0.553
H 3.1916 -0.0375 -0.3983 0.202
H 2.7226 -0.0448 -1.9077 0.215
H -0.7139 -1.1144 2.3547 0.253
H -1.8922 0.3409 0.5597 0.338
H 1.8512 2.2136 -1.6784 0.314
H 2.7936 2.6209 -0.3570 0.240



Q: Which of them is the most stable? A: w.